Entry 1:
This record from the Open Molecules 2025 dataset describes the molecule C3H4N4. The level of theory is ωB97M-V/def2-TZVPD.

Properties
Energy relative to the best compared isomer or geometry (same formula, charge and spin) ... 92.0 kcal per mole
2S+1 ... 1
Highest occupied orbital energy ... -10.27 eV
SMILES ... C=Cn1cnnn1
Charge ... 0

The geometry in XYZ format:
```
11
Properties=species:S:1:pos:R:3:lowdin_charge:R:1
C 2.580 -0.317 0.027 0.011
C 1.542 0.459 0.019 -0.159
N 0.136 0.258 -0.151 -0.108
C -0.929 1.103 -0.075 -0.104
N -1.965 0.292 0.027 0.010
N -1.550 -0.970 0.146 -0.030
N -0.356 -0.979 -0.082 0.009
H 2.523 -1.364 -0.144 0.050
H 3.629 0.022 0.195 0.082
H 1.642 1.604 0.398 0.160
H -0.805 2.064 0.148 0.079
```

=====

Entry 2:
This record from the Open Molecules 2025 dataset describes C2H4P2 as an isolated structure. The level of theory is ωB97M-V/def2-TZVPD.

Properties
Energy relative to the best compared isomer or geometry (same formula, charge and spin) ... 80.5 kcal per mole
2S+1 ... 1
Highest occupied orbital energy ... -9.40 eV
Charge ... 0

The geometry in XYZ format:
```
8
Properties=species:S:1:pos:R:3:lowdin_charge:R:1
C 2.432 0.323 0.173 -0.121
C 1.522 -0.402 -0.005 -0.302
P -1.685 0.611 0.102 0.343
P -0.681 -1.296 -0.063 0.452
H 3.393 0.900 0.082 0.037
H -2.965 0.339 -0.610 -0.132
H -1.256 1.073 -1.156 -0.173
H -0.759 -1.549 1.477 -0.104
```

=====

Entry 3:
This record from the Open Molecules 2025 dataset describes a 5-piece molecular cluster, C31H63N3O7 overall. The level of theory is ωB97M-V/def2-TZVPD.

Properties
⟨S²⟩ ... 0.754
2S+1 ... 2
Highest occupied orbital energy (spin up / spin down) ... -4.24 / -4.23 eV
Charge ... -1

The geometry in XYZ format:
```
104
Properties=species:S:1:pos:R:3:lowdin_charge:R:1
C 2.412 -0.463 2.977 -0.055
C 2.098 0.985 3.354 -0.830
O 2.949 1.834 3.097 -0.065
O 1.007 1.296 3.859 -0.079
H 2.461 -1.124 3.842 0.062
H 2.984 -0.649 2.068 0.057
H 1.433 -0.855 2.700 0.033
C 0.561 0.663 -0.359 0.015
C 0.655 2.104 -0.706 -0.652
O 0.594 2.474 -1.882 0.058
O 0.894 2.866 0.281 0.299
H -0.328 0.296 -0.871 0.097
H 0.454 0.554 0.720 0.082
H 1.482 0.214 -0.732 0.093
C -3.535 3.844 5.527 -0.024
C -3.556 2.323 5.044 -0.467
C -5.033 1.862 5.045 -0.158
C -5.763 2.226 3.761 -0.206
C -5.020 1.719 2.518 -0.105
C -3.468 2.244 2.421 -0.498
N -2.842 2.094 3.738 -0.124
O -1.486 2.368 3.692 -0.020
C -2.636 1.336 1.459 -0.014
C -3.537 3.644 2.036 -0.049
C -2.847 1.555 6.124 -0.059
H -3.982 4.574 4.852 0.057
H -2.475 4.087 5.601 0.080
H -4.018 3.808 6.503 0.068
H -5.035 0.772 5.060 0.105
H -5.654 2.031 5.924 0.118
H -5.856 3.311 3.734 0.099
H -6.725 1.713 3.759 0.105
H -5.545 1.903 1.581 0.107
H -5.008 0.648 2.719 0.102
H -1.613 1.713 1.466 0.065
H -2.751 0.275 1.681 0.076
H -3.007 1.459 0.442 0.079
H -4.017 4.207 2.836 0.066
H -2.531 4.015 1.841 0.099
H -4.172 3.736 1.155 0.087
H -1.772 1.734 6.136 0.089
H -2.936 0.480 5.972 0.085
H -3.221 1.818 7.113 0.081
H -1.073 1.502 3.650 0.065
C -2.027 -3.043 0.770 -0.043
C -0.916 -3.814 0.107 -0.492
C -0.017 -2.835 -0.646 -0.114
C 1.371 -3.494 -1.045 -0.156
C 2.058 -4.068 0.175 -0.153
C 1.178 -5.101 0.955 -0.518
N -0.188 -4.615 1.089 -0.080
O -1.051 -5.574 1.721 -0.018
C 1.238 -6.452 0.202 -0.022
C 1.912 -5.201 2.216 -0.079
C -1.583 -4.813 -1.001 -0.007
H -1.780 -2.289 1.519 0.084
H -2.567 -2.580 -0.055 0.090
H -2.648 -3.749 1.321 0.075
H -0.519 -2.440 -1.529 0.113
H 0.223 -1.985 -0.007 0.092
H 1.223 -4.386 -1.655 0.092
H 2.088 -2.796 -1.478 0.102
H 2.455 -3.210 0.718 0.115
H 2.945 -4.578 -0.202 0.120
H 1.575 -6.310 -0.824 0.069
H 0.346 -7.073 0.279 0.081
H 2.112 -6.923 0.652 0.075
H 1.857 -4.280 2.796 0.093
H 2.973 -5.447 2.163 0.091
H 1.641 -6.011 2.893 0.084
H -2.422 -5.326 -0.531 0.067
H -1.930 -4.261 -1.875 0.071
H -0.875 -5.587 -1.296 0.059
H -1.248 -5.298 2.619 0.101
C 2.329 1.896 -6.769 -0.037
C 1.669 2.055 -5.352 -0.438
C 1.360 0.606 -4.739 -0.131
C 2.562 -0.202 -4.303 -0.178
C 3.454 0.661 -3.348 -0.109
C 3.799 2.078 -3.905 -0.503
N 2.578 2.772 -4.442 -0.102
O 2.833 4.072 -4.848 0.003
C 4.416 2.742 -2.745 -0.056
C 4.902 1.971 -5.000 -0.034
C 0.322 2.747 -5.517 -0.043
H 2.937 1.040 -7.062 0.066
H 3.044 2.693 -6.978 0.062
H 1.587 1.964 -7.565 0.072
H 0.855 0.667 -3.775 0.096
H 0.685 0.037 -5.378 0.119
H 3.097 -0.436 -5.224 0.091
H 2.270 -1.146 -3.844 0.100
H 4.281 0.038 -3.007 0.121
H 2.859 0.989 -2.496 0.088
H 3.662 2.908 -1.976 0.095
H 5.270 2.175 -2.373 0.098
H 4.832 3.726 -2.960 0.086
H 4.580 1.254 -5.754 0.056
H 5.116 3.030 -5.148 0.084
H 5.800 1.376 -4.832 0.082
H -0.292 2.498 -4.651 0.078
H -0.319 2.409 -6.332 0.074
H 0.311 3.809 -5.758 0.083
H 3.234 3.913 -5.706 0.060
```

=====

Entry 4:
This record from the Open Molecules 2025 dataset describes C19H24N2O9RuSSi as an isolated structure. The level of theory is ωB97M-V/def2-TZVPD.

Properties
Energy relative to the best compared isomer or geometry (same formula, charge and spin) ... 66.6 kcal per mole
⟨S²⟩ ... 0.755
2S+1 ... 2
Highest occupied orbital energy (spin up / spin down) ... -3.59 / -3.19 eV
Charge ... -1

The geometry in XYZ format:
```
57
Properties=species:S:1:pos:R:3:lowdin_charge:R:1
Ru 0.234 0.222 -1.584 0.920
O 0.335 2.355 -0.579 -0.109
C -0.534 3.289 -0.592 -0.188
C -1.753 3.372 -1.292 -0.130
C -2.553 4.537 -1.218 0.065
C -3.737 4.644 -1.944 -0.200
C -4.129 3.617 -2.816 -0.003
C -3.387 2.470 -2.898 0.004
C -2.215 2.278 -2.117 -0.345
O -1.658 1.134 -2.156 -0.134
N -4.554 5.780 -1.826 -0.360
O -4.263 6.639 -0.974 0.016
O -5.543 5.892 -2.575 0.018
H -0.294 4.174 0.019 0.121
H -2.252 5.369 -0.605 0.117
H -5.027 3.750 -3.400 0.112
H -3.668 1.654 -3.546 0.117
O 1.194 -3.079 -3.757 -0.306
S 0.766 -1.909 -3.049 0.314
O -0.584 -1.474 -3.312 -0.316
O 0.696 -2.312 -1.478 -0.374
O 1.744 -0.818 -3.072 -0.393
C -1.954 -0.527 3.568 -0.059
N -0.782 -0.374 2.743 -0.150
C 0.499 -0.130 3.374 -0.031
C -0.836 -0.465 1.398 -0.479
C -2.177 -0.627 0.736 0.012
O 0.201 -0.401 0.739 -0.050
H -1.721 -0.239 4.590 0.082
H -2.300 -1.564 3.575 0.089
H -2.756 0.112 3.200 0.086
H 0.370 0.548 4.216 0.083
H 1.161 0.321 2.635 0.083
H 0.960 -1.054 3.730 0.092
H -2.738 -1.467 1.137 0.080
H -1.985 -0.784 -0.332 0.072
H -2.761 0.283 0.858 0.091
C 3.096 -4.069 -1.752 -0.149
Si 1.891 -3.075 -0.665 0.499
C 0.893 -4.195 0.524 -0.138
C 2.856 -1.799 0.363 -0.222
C 3.442 -2.173 1.571 -0.111
C 4.112 -1.257 2.360 -0.114
C 4.203 0.064 1.954 -0.108
C 3.632 0.455 0.752 -0.081
C 2.971 -0.468 -0.040 -0.108
H 3.739 -4.717 -1.164 0.024
H 3.715 -3.401 -2.344 0.036
H 2.537 -4.676 -2.455 0.020
H 1.555 -4.844 1.084 0.015
H 0.193 -4.812 -0.029 0.028
H 0.328 -3.603 1.238 0.020
H 3.353 -3.201 1.890 0.091
H 4.546 -1.569 3.300 0.092
H 4.718 0.783 2.575 0.093
H 3.685 1.486 0.437 0.104
H 2.536 -0.144 -0.991 0.058
```